{"formula": "C2H4NO", "method": "wB97M-V/def2-TZVPD", "fmax_ha_per_bohr": 0.1274, "charge": 1, "orbital_gap_ha": [0.3503, 0.3163], "symbols": ["C", "C", "N", "O", "H", "H", "H", "H"], "positions_angstrom": [[-1.430081, -0.537214, -0.022210], [0.427567, 1.088858, -0.223397], [-0.560788, 0.411658, -0.097185], [1.844072, -0.498296, -0.231832], [-1.674170, -1.158362, -0.914173], [-1.875426, -0.951558, 0.895653], [1.065854, 1.822546, 0.005542], [2.202969, -0.177634, 0.587603]], "forces_ev_per_a": [[-0.1, -1.3, -0.8], [-2.4, -6.1, 0.5], [0.8, 0.7, -0.2], [-1.8, 1.4, -0.9], [0.2, 1.1, 0.3], [0.6, 0.9, 0.0], [2.0, 3.3, 0.1], [0.9, 0.0, 1.1]]}